Molecular formula: C3H2O
Method: DFT, wB97M-V/def2-TZVPD

Geometry as XYZ:
```
6
Properties=species:S:1:pos:R:3:lowdin_charge:R:1
O -1.9883 0.2762 -0.4006 0.070
C -0.8380 0.0687 -0.1546 -0.363
C 0.3624 0.9777 -0.3196 -0.023
C 1.2151 0.2041 0.1079 0.134
H -0.5156 -0.9046 0.2600 0.104
H 1.7643 -0.6220 0.5069 0.079
```

Calculated values
energy above the lowest of the compared OMol25 structures with the same formula, charge and spin: 50.9 kcal/mol
electronic energy: -5185.9826 eV

Molecular formula: C15H27N3O9S
Method: DFT, wB97M-V/def2-TZVPD

Geometry as XYZ:
```
55
Properties=species:S:1:pos:R:3:lowdin_charge:R:1
C 0.3455 -0.7150 3.3163 -0.012
C 1.0154 -0.8163 2.1178 -0.141
C 0.2063 -1.0921 0.8300 -0.141
C 0.4075 0.0529 -0.2445 -0.191
C 1.0361 -0.4580 -1.5782 -0.294
C 2.1272 0.5124 -2.1404 -0.042
C 3.3101 0.5476 -1.0436 -0.239
C 4.7696 0.0629 -1.6335 -0.041
O 3.7970 -0.7060 -0.6321 -0.123
O 0.0907 -0.6496 -2.6558 -0.191
S -1.3018 -1.3038 -2.1619 0.691
O -2.1267 -1.4761 -3.3730 -0.316
O -1.1841 -2.5825 -1.5149 -0.252
C -2.0916 -0.0507 -1.0844 -0.124
C -0.9427 0.8479 -0.5148 -0.267
N -1.2758 1.5439 0.7541 -0.084
C -2.7264 1.8121 0.9102 -0.070
C -0.6177 2.8457 0.8218 -0.461
C 0.6788 3.0517 1.6388 0.017
O -1.0717 3.8018 0.2771 0.122
H 0.3060 0.2369 3.8862 0.055
H -0.1730 -1.6107 3.7331 0.034
H 2.1173 -0.7594 2.0301 0.108
H -0.8704 -1.0739 1.0971 0.108
H 0.4078 -2.0907 0.3883 0.109
H 1.0627 0.7942 0.2629 0.105
H 1.5900 -1.3950 -1.3480 0.152
H 2.5867 0.1268 -3.0635 0.124
H 1.7526 1.5524 -2.2146 0.128
H 3.3139 1.3951 -0.3073 0.141
H 5.5728 -0.5312 -1.1500 0.121
H 5.1868 1.0412 -1.1749 0.071
H -2.7851 0.5716 -1.6754 0.118
H -2.5943 -0.6123 -0.2737 0.110
H -0.6928 1.6311 -1.2757 0.150
H -3.1471 2.3514 0.0307 0.101
H -2.8349 2.4316 1.8264 0.102
H -3.3064 0.8900 1.1281 0.091
H 1.5504 2.6358 1.0836 0.067
H 0.6235 2.6056 2.6528 0.082
H 0.8818 4.1367 1.7307 0.088
C -1.7293 0.9379 -5.2490 0.043
N -1.8531 2.3870 -4.9407 -0.446
O -2.3828 3.0991 -5.7691 0.071
O -1.4096 2.7587 -3.8666 0.043
H -2.1590 0.7493 -6.2277 0.099
H -0.6708 0.6900 -5.2411 0.102
H -2.2576 0.3849 -4.4751 0.064
C -0.7817 -4.7522 5.5062 0.049
N 0.1725 -3.8731 4.7772 -0.438
O -0.1085 -3.5647 3.6323 0.034
O 1.1669 -3.5244 5.3792 0.076
H -1.6150 -4.9809 4.8496 0.095
H -0.2469 -5.6572 5.7826 0.101
H -1.1191 -4.2104 6.3862 0.101
```

Calculated values
electronic energy: -49710.0161 eV

Molecular formula: C88H88N8O8
Method: DFT, wB97M-V/def2-TZVPD

Geometry as XYZ:
```
192
Properties=species:S:1:pos:R:3:lowdin_charge:R:1
C 10.0589 0.0391 -4.6220 -0.121
C 10.8506 0.3671 -3.3755 -0.241
C 9.9969 0.2767 -2.0349 -0.154
C 8.6661 0.8906 -2.1162 -0.245
N 7.6419 1.3750 -2.2353 0.161
H 9.7414 -1.0035 -4.6038 0.077
H 10.6313 0.2139 -5.5331 0.075
H 9.1660 0.6596 -4.6972 0.067
H 11.3247 1.3303 -3.5641 0.103
H 11.6827 -0.3230 -3.2359 0.102
H 10.4616 0.7687 -1.1805 0.113
H 9.8797 -0.7966 -1.8852 0.116
C -4.1674 -2.1002 6.2610 -0.108
C -2.8361 -1.9434 5.6056 -0.266
C -1.5516 -1.8516 6.5063 -0.164
C -1.6660 -1.0177 7.7064 -0.215
N -1.7774 -0.4046 8.6773 0.173
H -4.2887 -3.0837 6.7149 0.081
H -4.9942 -2.0357 5.5537 0.045
H -4.3563 -1.3400 7.0190 0.079
H -2.7967 -1.0119 5.0410 0.091
H -2.6625 -2.6709 4.8127 0.095
H -0.8144 -1.5302 5.7705 0.104
H -1.3764 -2.8734 6.8429 0.118
C -6.6164 3.1429 1.3620 -0.085
C -7.4739 1.8314 1.2031 -0.218
C -6.5316 0.6335 0.7945 -0.158
C -5.6625 0.2254 1.9081 -0.222
N -4.8554 -0.0633 2.6748 0.176
H -6.3357 3.4961 0.3697 0.074
H -5.7404 2.9986 1.9943 0.045
H -7.2421 3.9186 1.8035 0.069
H -8.2528 2.0266 0.4660 0.099
H -8.0800 1.5576 2.0666 0.102
H -5.8473 0.9135 -0.0065 0.117
H -7.1556 -0.2274 0.5548 0.113
C -7.3036 -3.9256 2.7423 -0.076
C -5.9502 -3.6052 3.5149 -0.240
C -4.8112 -4.3320 2.8156 -0.181
C -4.4229 -3.8440 1.4455 -0.180
N -4.1692 -3.5184 0.3676 0.173
H -8.1946 -3.4223 3.1179 0.065
H -7.3600 -5.0100 2.8370 0.070
H -7.2686 -3.6713 1.6830 0.061
H -6.0630 -4.0033 4.5234 0.102
H -5.6252 -2.5708 3.6257 0.064
H -5.0375 -5.3776 2.6066 0.118
H -3.8810 -4.2716 3.3805 0.103
C 2.2437 -5.1785 -5.7231 -0.086
C 1.1079 -5.4517 -4.6296 -0.204
C 0.9711 -6.9748 -4.2297 -0.171
C 2.2484 -7.5069 -3.7987 -0.274
N 3.2471 -7.9157 -3.4801 0.147
H 3.1832 -5.4402 -5.2364 0.055
H 2.3945 -4.1157 -5.9125 0.044
H 2.2359 -5.7300 -6.6632 0.069
H 0.1467 -5.1426 -5.0403 0.091
H 1.2687 -4.8002 -3.7706 0.084
H 0.6270 -7.5240 -5.1061 0.115
H 0.2759 -7.1820 -3.4161 0.111
C -5.4372 -3.6299 -4.9506 -0.081
C -4.9343 -4.0897 -3.5314 -0.235
C -3.4826 -3.7588 -3.2563 -0.213
C -2.7493 -4.6118 -2.3147 -0.251
N -2.1759 -5.2662 -1.5558 0.149
H -5.4868 -2.5426 -5.0096 0.057
H -6.3259 -4.1908 -5.2399 0.068
H -4.7739 -4.0498 -5.7068 0.068
H -4.9812 -5.1784 -3.5064 0.105
H -5.5422 -3.6538 -2.7386 0.103
H -3.4438 -2.7367 -2.8797 0.071
H -2.9281 -3.7385 -4.1945 0.122
C 6.6657 1.6132 1.2826 -0.108
C 6.4432 0.8551 2.5977 -0.237
C 6.4042 -0.7000 2.6019 -0.146
C 6.2450 -1.1817 4.0226 -0.214
N 6.2094 -1.5747 5.1290 0.143
H 7.5716 1.1872 0.8514 0.054
H 6.7300 2.6858 1.4660 0.068
H 5.9730 1.3052 0.4995 0.049
H 5.5539 1.2711 3.0712 0.102
H 7.2270 1.2552 3.2408 0.107
H 7.2884 -1.2157 2.2273 0.115
H 5.4987 -1.1729 2.2217 0.081
C 2.1531 1.5329 -5.1687 -0.085
C 0.6764 1.7871 -5.6364 -0.202
C -0.1819 0.5071 -5.7829 -0.178
C 0.3605 -0.6089 -6.5058 -0.254
N 0.7757 -1.4923 -7.0515 0.169
H 2.2609 1.2621 -4.1183 0.058
H 2.9101 2.2920 -5.3660 0.076
H 2.3742 0.6092 -5.7034 0.041
H 0.8352 2.1582 -6.6488 0.104
H 0.2107 2.5497 -5.0121 0.097
H -1.0761 0.8114 -6.3269 0.118
H -0.5612 0.2283 -4.7997 0.097
C 4.6475 -0.7389 -2.9277 -0.034
C 3.7037 -1.1388 -3.8917 -0.043
C 2.3625 -1.5985 -3.5186 0.001
C 2.0033 -1.5752 -2.1795 -0.061
C 2.9765 -1.1460 -1.1792 -0.088
C 4.2501 -0.7883 -1.5638 0.003
C 2.5808 -1.1560 0.2496 -0.230
O 3.3889 -1.0111 1.2057 0.052
C 1.1062 -1.3585 0.5699 -0.074
C 0.6349 -1.0887 1.8572 0.003
C -0.7194 -1.0397 2.1649 -0.065
C -1.6328 -1.3917 1.2003 -0.109
C -1.2424 -1.9234 -0.0324 0.022
C 0.1806 -1.8398 -0.4057 -0.034
C 0.6308 -2.1469 -1.8244 -0.241
O -0.1327 -2.6271 -2.6802 0.052
H 5.6182 -0.4404 -3.2952 0.086
H 3.8807 -1.0117 -4.9495 0.096
H 1.7862 -2.1047 -4.2790 0.094
H 4.9058 -0.3415 -0.8312 0.099
H 1.2968 -0.7486 2.6400 0.107
H -1.1573 -0.6765 3.0829 0.104
H -2.6827 -1.3112 1.4401 0.073
H -2.0310 -2.2100 -0.7123 0.071
C 0.9963 4.7262 6.8509 -0.077
C 0.6586 4.4730 8.1721 -0.027
C 0.7543 3.1154 8.6317 0.010
C 1.2843 2.1043 7.8562 -0.090
C 1.6758 2.4180 6.5308 -0.078
C 1.5001 3.7358 6.0488 -0.002
C 2.3397 1.4487 5.6496 -0.261
O 2.7284 1.7740 4.5080 0.056
C 2.5257 0.0467 6.1259 -0.080
C 3.0208 -0.8983 5.2783 -0.024
C 3.0488 -2.2415 5.6668 -0.077
C 2.5461 -2.6156 6.8342 -0.084
C 2.1146 -1.6905 7.7712 -0.018
C 2.0551 -0.3562 7.4379 -0.059
C 1.3998 0.6848 8.3727 -0.210
O 0.9642 0.3785 9.5293 0.031
H 0.9690 5.7284 6.4492 0.108
H 0.3401 5.3131 8.7715 0.102
H 0.5481 2.8287 9.6523 0.114
H 1.8206 3.8968 5.0301 0.107
H 3.3045 -0.5764 4.2872 0.104
H 3.4327 -2.9468 4.9447 0.113
H 2.4730 -3.6175 7.2306 0.114
H 1.7480 -1.9974 8.7396 0.122
C -6.0716 4.9255 -7.4788 -0.072
C -5.2631 5.8857 -6.9254 -0.070
C -4.2595 5.6196 -5.9580 0.035
C -4.1175 4.2472 -5.5437 -0.073
C -5.0226 3.2666 -6.0276 -0.066
C -5.9855 3.6172 -7.0165 0.006
C -4.9490 1.8106 -5.6297 -0.254
O -5.7534 0.9421 -5.9764 0.087
C -3.8983 1.4830 -4.5827 -0.067
C -3.6902 0.1715 -4.1641 -0.009
C -2.8231 -0.1791 -3.1504 -0.041
C -1.9903 0.8368 -2.6455 -0.049
C -2.1507 2.1587 -3.0427 -0.013
C -3.0541 2.4853 -4.0350 -0.078
C -3.0638 3.9132 -4.5532 -0.274
O -2.2773 4.7738 -4.1745 0.095
H -6.7755 5.2381 -8.2359 0.109
H -5.3239 6.9068 -7.2719 0.103
H -3.6098 6.4013 -5.5931 0.114
H -6.4971 2.8186 -7.5332 0.116
H -4.1263 -0.6924 -4.6436 0.103
H -2.6171 -1.1563 -2.7392 0.068
H -1.1289 0.6734 -2.0149 0.090
H -1.4943 2.9401 -2.6893 0.122
C 4.4814 4.1942 0.4691 -0.081
C 4.3089 5.2655 1.3642 -0.017
C 3.0163 5.4466 1.8979 -0.005
C 1.9696 4.6522 1.5264 -0.089
C 2.1304 3.6468 0.5383 -0.066
C 3.4183 3.4830 0.0092 -0.005
C 1.1068 2.6784 0.1311 -0.234
O 1.2956 1.7896 -0.7292 0.069
C -0.1655 2.7737 0.9340 -0.081
C -1.0937 1.7846 0.6849 -0.031
C -2.3532 1.8290 1.2355 -0.067
C -2.6225 2.7279 2.2547 -0.048
C -1.6475 3.6753 2.6740 0.036
C -0.4499 3.7226 1.9054 -0.059
C 0.6094 4.8084 2.1467 -0.241
O 0.4367 5.7795 2.8843 0.077
H 5.4698 4.0511 0.0580 0.100
H 5.2148 5.8251 1.5449 0.106
H 2.8531 6.2453 2.6064 0.118
H 3.6363 2.7543 -0.7576 0.120
H -0.8450 0.9536 0.0415 0.086
H -3.1348 1.1333 0.9682 0.082
H -3.6123 2.7282 2.6867 0.081
H -1.8536 4.2536 3.5626 0.115
```

Calculated values
energy above the lowest of the compared OMol25 structures with the same formula, charge and spin: 64.1 kcal/mol
electronic energy: -120981.3670 eV

Number 1: gap between HOMO and LUMO 9.8 eV, HOMO -10.26 eV. Number 2: gap between HOMO and LUMO 7.7 eV, HOMO -7.75 eV. Number 3: gap between HOMO and LUMO 7.9 eV, HOMO -9.36 eV.